(1)
Density functional theory data (ωB97M-V with the def2-TZVPD basis set) for a molecular structure, C41H104CuF6NO43S15 at a distorted geometry.

electronic energy	-357193.982	eV
net charge	+1
M	1957.79	g mol⁻¹
2S+1	2
HOMO (spin up / spin down)	-11.957 / -11.957	eV
energy above the lowest of the compared OMol25 structures with the same formula, charge and spin	0.0	kJ/mol

Structure (XYZ):
```
211
C41H104CuF6NO43S15 ωB97M-V with the def2-TZVPD basis set
Cu -1.8614 -1.6500 -1.7964
C 1.1263 -2.6600 0.9242
F 2.3756 -2.6835 1.4008
F 0.8738 -3.7531 0.2302
F 0.3481 -2.5963 1.9979
S 0.9375 -1.0941 -0.1468
O 1.8046 -0.1058 0.4470
O 1.3505 -1.4856 -1.4740
N -0.7861 -0.7511 -0.2204
S -1.1127 0.2440 0.9667
O -2.5258 0.0398 1.2876
O -0.2059 0.2219 2.1135
C -0.9811 1.9566 0.1082
F -0.6398 2.9181 0.9301
F -0.0908 1.8800 -0.8822
F -2.1726 2.1965 -0.4108
O -2.6864 -5.5448 0.6734
S -3.0993 -4.1600 0.6218
O -2.5306 -3.2643 -0.3621
O -4.7354 -4.1259 0.5055
C -5.3334 -4.7395 -0.6221
C -6.5641 -5.5297 -0.2348
C -2.9967 -3.4198 2.3030
H -4.6276 -5.4796 -1.0164
H -5.5467 -4.0266 -1.4228
H -6.2268 -6.3239 0.4388
H -6.9821 -6.0980 -1.0614
H -7.1897 -4.8892 0.3872
H -3.7487 -3.9275 2.9011
H -3.1964 -2.3502 2.2625
H -1.9754 -3.6193 2.6195
O 5.1350 3.7368 -1.1127
S 4.9907 4.9812 -0.3918
O 5.3954 6.2258 -0.9991
O 3.4278 5.1468 0.1589
C 2.6004 3.9947 0.3068
C 2.6882 3.2967 1.6733
C 5.8248 4.8411 1.2272
H 2.7706 3.1836 -0.4091
H 1.6033 4.3216 0.0082
H 1.8947 2.5473 1.5948
H 2.4795 3.9267 2.5352
H 3.5941 2.7099 1.8223
H 5.5378 5.7493 1.7563
H 6.8911 4.6476 1.2967
H 5.3196 4.0390 1.7670
O -6.5547 5.5898 0.3011
S -5.1122 5.6395 0.1458
O -4.4778 6.5366 -0.7949
O -4.5605 6.0061 1.6435
C -3.1991 6.4335 1.7444
C -3.0354 7.9090 1.4938
C -4.4531 4.0331 -0.1246
H -2.6641 5.8589 0.9785
H -2.8250 6.1075 2.7122
H -3.7022 8.4893 2.1313
H -3.2314 8.1739 0.4577
H -1.9979 8.1869 1.6931
H -4.2212 3.5394 0.8162
H -3.5550 4.0661 -0.7364
H -5.1663 3.4632 -0.7168
O 0.0122 -7.7993 1.4304
S 0.8654 -8.5339 0.5157
O 0.5088 -8.7731 -0.8723
O 2.3776 -7.8742 0.5660
C 2.5935 -6.6987 1.3552
C 3.9524 -6.2048 0.9507
C 1.2892 -10.1431 1.2439
H 2.4283 -6.8519 2.4224
H 1.8676 -5.9385 1.0569
H 3.9124 -5.8977 -0.1012
H 4.7029 -6.9935 0.8640
H 4.4099 -5.3353 1.4210
H 0.3109 -10.6209 1.2816
H 1.7452 -9.9689 2.2139
H 1.9475 -10.7043 0.5866
O -3.8179 -1.0078 -0.9846
S -5.0743 -0.3266 -0.8494
O -5.1499 1.0771 -0.5832
O -6.0401 -0.7276 -2.1130
C -7.1998 0.0788 -2.3271
C -8.3005 -0.8206 -2.9030
C -6.0921 -1.1119 0.4710
H -7.0523 0.8679 -3.0628
H -7.5595 0.4691 -1.3755
H -9.2625 -0.3126 -2.8188
H -8.4728 -1.7671 -2.3879
H -8.1134 -1.0638 -3.9484
H -6.3056 -2.1668 0.3442
H -6.9826 -0.4891 0.5466
H -5.5519 -0.8567 1.3846
O 5.6662 -1.8178 -3.6803
S 5.3615 -2.0589 -2.2906
O 6.3938 -2.1492 -1.2529
O 4.3017 -0.9294 -1.7897
C 4.6958 0.4483 -2.0535
C 3.5296 1.2265 -2.6694
C 4.2877 -3.5009 -2.1445
H 5.5549 0.5787 -2.7102
H 4.9406 0.8262 -1.0616
H 3.1981 0.8425 -3.6344
H 3.6985 2.2983 -2.7620
H 2.6193 1.1406 -2.0692
H 4.0702 -3.7563 -1.1084
H 4.9703 -4.3051 -2.4295
H 3.3939 -3.4487 -2.7568
O -2.2201 0.3231 -2.8252
S -2.6985 1.1269 -3.9451
O -2.9831 0.4825 -5.2019
O -4.0388 1.8476 -3.4396
C -4.8726 2.4981 -4.4045
C -5.6782 3.6136 -3.8329
C -1.6541 2.6520 -4.1005
H -5.4815 1.7537 -4.9218
H -4.2238 2.8720 -5.2040
H -5.1685 4.5765 -3.7834
H -6.0622 3.3957 -2.8348
H -6.5455 3.8055 -4.4660
H -2.3464 3.4759 -4.2455
H -0.9506 2.5232 -4.9194
H -1.0837 2.7892 -3.1844
O 1.1897 -5.2796 -2.7795
S -0.2155 -4.8770 -2.7924
O -0.6147 -3.6981 -2.0466
O -0.7066 -4.6903 -4.3278
C -0.2602 -5.6285 -5.3354
C 1.0962 -5.2671 -5.9475
C -1.2572 -6.2709 -2.2628
H -1.0485 -5.7616 -6.0727
H -0.1293 -6.5949 -4.8435
H 1.1104 -4.3119 -6.4687
H 1.4322 -6.0578 -6.6193
H 1.8366 -5.2935 -5.1470
H -0.9247 -7.1954 -2.7270
H -2.2812 -6.0406 -2.5519
H -1.1773 -6.3004 -1.1778
O 0.7052 0.5723 -3.9779
S 0.4292 -0.7659 -4.4077
O -0.4080 -1.5855 -3.5631
O -0.2329 -0.6685 -5.8927
C -0.5969 -1.8097 -6.6255
C 0.3655 -1.9847 -7.8140
C 2.0179 -1.6398 -4.5786
H -1.6109 -1.6550 -6.9981
H -0.6003 -2.7086 -6.0037
H 0.1330 -2.8134 -8.4846
H 1.3027 -2.3591 -7.3866
H 0.5899 -1.0814 -8.3750
H 2.6060 -1.3103 -3.7205
H 2.6070 -1.3142 -5.4363
H 1.9090 -2.7219 -4.6111
O 6.4764 -0.1553 4.1817
S 6.3223 0.3471 2.8210
O 6.1930 1.7658 2.4920
O 7.6575 -0.1372 2.0538
C 8.1006 0.5205 0.8573
C 9.2179 -0.3144 0.2569
C 5.0878 -0.6397 1.9703
H 8.3627 1.5664 1.0046
H 7.2640 0.5426 0.1508
H 10.1640 0.1017 0.6085
H 9.2756 -0.1255 -0.8196
H 9.2091 -1.4000 0.2985
H 5.2302 -1.6113 2.4413
H 5.3920 -0.7660 0.9307
H 4.1195 -0.1608 2.0822
O 1.1576 1.5159 5.2454
S 2.1798 0.4902 5.1963
O 3.3235 0.6291 4.3216
O 2.7079 0.2817 6.7366
C 3.8430 -0.5519 6.9109
C 4.3991 -0.5008 8.3186
C 1.4701 -1.1417 4.9052
H 4.6693 -0.3559 6.2229
H 3.5738 -1.5891 6.6800
H 5.2029 -1.2336 8.3659
H 3.6424 -0.6490 9.0889
H 4.8296 0.4773 8.5394
H 1.3091 -1.3121 3.8447
H 0.5195 -1.1471 5.4352
H 2.1551 -1.9116 5.2510
O 1.5474 10.1007 2.6309
S 2.0913 8.8904 3.1642
O 2.5336 8.8622 4.5319
O 0.9600 7.7797 2.9480
C 1.1988 6.4372 3.3979
C 0.0646 5.5356 2.9211
C 3.4604 8.2896 2.1001
H 1.4131 6.4042 4.4660
H 2.1255 6.1511 2.8909
H -0.9003 5.8650 3.3006
H 0.1697 4.4877 3.1939
H 0.0414 5.6599 1.8366
H 3.1390 7.8762 1.1449
H 3.9683 7.4450 2.5671
H 4.1776 9.0991 1.9917
O -2.8719 2.9603 2.5141
S -2.9915 2.9698 3.9486
O -2.7102 4.1840 4.6579
O -4.4989 2.5248 4.3128
C -5.1129 1.5013 3.5468
C -6.2572 2.1707 2.7704
C -2.0015 1.5700 4.5084
H -5.4430 0.6822 4.1867
H -4.4870 1.0465 2.7737
H -6.4602 1.6412 1.8336
H -5.8781 3.0993 2.3409
H -7.1642 2.3511 3.3407
H -0.9430 1.7207 4.3067
H -2.2633 0.7321 3.8603
H -2.2508 1.3460 5.5425
```

---

(2)
Density functional theory data (ωB97M-V with the def2-TZVPD basis set) for 14 unconnected molecules or ions with the total composition C41H110O14 at a distorted geometry.

electronic energy	-72964.407	eV
M	827.32	g mol⁻¹
HOMO	-9.791	eV
energy above the lowest of the compared OMol25 structures with the same formula, charge and spin	209.4	kJ/mol

Structure (XYZ):
```
165
C41H110O14 ωB97M-V with the def2-TZVPD basis set
C 1.3255 4.0795 3.5252
C 0.9389 3.8529 4.9639
C 0.5525 2.4058 5.2057
O 1.9877 4.1106 5.9758
H 2.1813 3.4799 3.1821
H 1.5222 5.1228 3.3299
H 0.4947 3.7858 2.8771
H 0.0561 4.4640 5.2542
H 0.2951 2.1907 6.2599
H 1.4282 1.7851 4.9220
H -0.3193 2.1601 4.5110
H 2.5552 4.7967 5.6368
C 3.0002 -3.3633 -0.2055
C 4.3031 -3.8315 -0.7958
C 4.8323 -2.7448 -1.7147
O 5.2456 -4.0621 0.2825
H 2.6778 -3.9359 0.6567
H 2.1530 -3.4086 -0.8633
H 3.0650 -2.2973 0.0667
H 4.1835 -4.7290 -1.4088
H 4.1955 -2.6449 -2.5959
H 5.7952 -3.2135 -1.9638
H 4.9309 -1.7865 -1.2143
H 5.0484 -3.4965 1.0126
C 4.8185 0.5675 1.3930
C 3.8941 1.5613 2.0602
C 4.6929 2.4269 3.0330
O 3.2318 2.4672 1.1593
H 5.3645 -0.0695 2.0827
H 5.5630 1.1119 0.7827
H 4.3149 -0.1357 0.7563
H 3.1416 1.0183 2.6623
H 5.4907 2.9860 2.5211
H 5.1315 1.6871 3.7416
H 4.1348 3.1519 3.5865
H 2.6722 1.8716 0.5675
C -0.8196 -3.5187 1.3035
C -1.7431 -3.3856 0.1686
C -2.1664 -4.7340 -0.4700
O -2.8689 -2.6967 0.7812
H -1.3307 -4.0368 2.0722
H -0.5441 -2.4664 1.5213
H 0.0933 -4.0987 1.0886
H -1.3456 -2.7476 -0.6451
H -2.4858 -5.3824 0.3262
H -1.3033 -5.2091 -0.9214
H -2.9504 -4.6093 -1.2450
H -3.7116 -2.7611 0.2924
C 2.0367 -1.2472 3.8124
C 2.6581 -2.4146 4.5909
C 1.7307 -3.6212 4.8108
O 3.8227 -2.7353 3.8281
H 2.8199 -0.5268 3.7047
H 1.1575 -0.8153 4.2731
H 1.6389 -1.5302 2.8230
H 2.8528 -2.0105 5.6003
H 2.3013 -4.2445 5.5108
H 1.5246 -4.2927 3.9700
H 0.8481 -3.3145 5.3841
H 4.3755 -3.2549 4.3754
C -6.1043 2.4090 -0.9861
C -5.2545 1.3367 -0.4059
C -3.7513 1.5615 -0.7613
O -5.5076 1.3888 0.9780
H -7.1389 2.0558 -0.8710
H -5.9369 2.5209 -2.0733
H -5.9728 3.3754 -0.5458
H -5.5370 0.3614 -0.7849
H -3.6478 1.6600 -1.8223
H -3.1997 0.7395 -0.4073
H -3.3262 2.4653 -0.2726
H -4.8338 0.8768 1.4482
C 0.6152 -4.4743 -3.3302
C 1.6971 -4.1017 -4.3247
C 2.6381 -5.2265 -4.5416
O 1.1247 -3.6334 -5.6292
H -0.0738 -3.6654 -3.2547
H 0.9323 -4.6859 -2.3180
H 0.0341 -5.3112 -3.6891
H 2.2490 -3.2281 -4.0332
H 2.1639 -6.1976 -4.6313
H 3.3558 -5.2177 -3.7467
H 3.0499 -4.9487 -5.4944
H 0.6227 -4.3566 -6.0151
C 3.6268 2.1349 -2.3266
C 3.3332 1.2281 -3.4966
C 4.6008 0.6038 -3.9821
O 2.4279 0.1911 -2.9210
H 4.4317 2.8193 -2.5560
H 3.9748 1.6220 -1.4421
H 2.7528 2.7541 -2.0416
H 2.7608 1.8041 -4.2328
H 4.4795 -0.1208 -4.7536
H 5.1082 0.0946 -3.1899
H 5.1850 1.4395 -4.3739
H 2.1569 -0.4641 -3.6167
C -2.6450 3.3530 2.4668
C -3.5919 4.5045 2.3211
C -4.7291 4.3896 3.3334
O -2.8991 5.8059 2.4447
H -1.7683 3.3690 1.7946
H -3.1647 2.4138 2.2648
H -2.2269 3.3118 3.4867
H -4.0853 4.5541 1.3149
H -5.3145 5.3046 3.2804
H -4.3715 4.2781 4.3670
H -5.3483 3.5099 3.0853
H -3.0430 5.9582 3.4181
C 0.6239 3.6674 -0.8048
C 0.1687 4.4755 -2.0403
C -1.1443 4.0450 -2.6665
O 0.2235 5.8349 -1.6913
H 1.5361 4.0589 -0.3547
H 0.7717 2.6330 -1.0288
H -0.1916 3.7868 -0.1102
H 0.9133 4.2914 -2.8528
H -1.3454 4.6612 -3.4952
H -1.8712 4.0897 -1.8667
H -1.1137 3.0122 -2.9818
H -0.0967 5.8866 -0.7813
C -4.8087 -3.2777 -3.4238
C -4.4075 -1.8035 -3.3541
C -3.1676 -1.4987 -2.6076
O -4.1670 -1.4162 -4.7269
H -5.7261 -3.3323 -4.0085
H -4.9768 -3.7615 -2.4115
H -4.0089 -3.7928 -3.9789
H -5.2402 -1.2307 -3.0007
H -2.8957 -0.4638 -2.8170
H -2.3959 -2.1873 -2.9519
H -3.2732 -1.6761 -1.5392
H -4.0523 -0.4658 -4.7594
C -1.9557 -0.7586 4.3073
C -3.3204 -0.5115 3.7322
C -4.1208 0.6176 4.4687
O -3.3738 -0.1478 2.3868
H -1.3285 0.0819 4.0232
H -1.5217 -1.6490 3.7920
H -1.9402 -0.8616 5.4006
H -3.9059 -1.4721 3.8343
H -4.2034 0.4831 5.5480
H -5.1680 0.5131 4.1266
H -3.8096 1.6001 4.2473
H -2.8708 -0.7578 1.8370
C 0.0796 0.2864 1.0920
C 0.6039 -0.5031 -0.0841
C -0.2299 -0.3894 -1.3318
O 1.9052 0.0057 -0.2565
H -0.1986 1.2940 0.8538
H 0.9650 0.4668 1.7224
H -0.7014 -0.1729 1.6689
H 0.6106 -1.5709 0.1012
H -0.2029 0.6579 -1.7256
H -1.2310 -0.6265 -1.0604
H 0.0730 -1.0697 -2.1217
H 2.1990 -0.0605 -1.1838
C 0.1866 1.3026 -5.5767
C 0.1111 -0.1859 -5.5928
O 1.3713 -0.8018 -5.4113
H 0.4839 1.7120 -4.5544
H -0.7865 1.7718 -5.7705
H 0.9251 1.7164 -6.2674
H -0.2884 -0.5615 -6.5314
H -0.5346 -0.5857 -4.8488
H 1.4853 -1.6330 -5.9063
```

---

> Among the records above, which one has the highest electronic energy?

C41H110O14